DFT (ωB97M-V with the def2-TZVPD basis set) results for a molecular structure, C26H18IrN2O6S3 in a non-equilibrium geometry.

The energy above the lowest of the compared OMol25 structures with the same formula, charge and spin comes out at 61.5 kcal per mole. The value obtained for the total energy is -77862.417 eV. The value obtained for the lowest unoccupied orbital energy (alpha / beta) is -1.17 / -1.25 eV. The HOMO-LUMO gap (alpha / beta) comes out at 6.58 / 7.09 eV. As for the multiplicity: 2.

```
56
C26H18IrN2O6S3 | OMol25 | ωB97M-V with the def2-TZVPD basis set
Ir 0.49 1.34 0.35
S 0.39 -2.34 0.50
C -0.15 -1.74 -1.01
C -0.61 -2.67 -1.95
C -0.94 -2.25 -3.22
C -0.83 -0.89 -3.52
C -0.40 -0.03 -2.52
N -0.05 -0.43 -1.31
H -0.70 -3.70 -1.65
H -1.27 -2.95 -3.97
H -1.07 -0.51 -4.50
H -0.32 1.03 -2.72
O -1.67 1.07 0.93
S -1.65 2.20 1.88
O -2.79 3.07 1.76
O -0.36 2.90 1.77
C -1.74 1.54 3.55
C -2.40 2.32 4.49
C -2.48 1.90 5.81
C -1.90 0.69 6.19
C -1.26 -0.09 5.24
C -1.19 0.34 3.92
S -0.23 -0.67 2.80
O 0.49 -1.60 3.62
O -1.14 -1.35 1.85
O 0.69 0.26 2.13
H -2.84 3.25 4.16
H -2.99 2.51 6.54
H -1.93 0.38 7.22
H -0.79 -1.03 5.49
C 4.46 -0.29 -0.13
C 4.97 0.53 -1.14
C 4.19 1.51 -1.72
C 2.86 1.69 -1.31
C 2.35 0.87 -0.26
C 3.15 -0.11 0.30
C 1.96 2.67 -1.83
C 2.27 3.60 -2.82
C 1.38 4.57 -3.19
C 0.09 4.60 -2.58
C -0.85 5.58 -2.89
C -2.11 5.58 -2.31
C -2.46 4.56 -1.44
C -1.55 3.56 -1.13
C -0.23 3.59 -1.63
N 0.68 2.66 -1.23
H 5.08 -1.04 0.32
H 5.99 0.39 -1.47
H 4.61 2.14 -2.49
H 2.76 -0.73 1.10
H 3.24 3.56 -3.29
H 1.62 5.31 -3.94
H -0.58 6.35 -3.60
H -2.81 6.37 -2.53
H -3.43 4.53 -0.98
H -1.85 2.78 -0.47
```